[1]
{"formula": "C26H35N3O10Sr", "method": "the ωB97M-V functional and the def2-TZVPD basis", "homo_lumo_gap_ha": 0.1406, "spin_multiplicity": 1, "total_charge": -2, "mol_weight_da": 637.197, "e_above_lowest_kj_mol": 32.5, "symbols": ["Sr", "C", "C", "O", "H", "H", "H", "H", "H", "C", "C", "O", "H", "H", "H", "H", "H", "C", "C", "O", "H", "H", "H", "H", "H", "C", "C", "O", "H", "H", "H", "H", "H", "C", "C", "C", "C", "C", "C", "N", "O", "O", "H", "H", "H", "H", "H", "C", "C", "C", "C", "C", "C", "N", "O", "O", "H", "H", "H", "H", "H", "C", "C", "C", "C", "C", "C", "N", "O", "O", "H", "H", "H", "H", "H"], "xyz": [[1.1850, 0.2353, 1.3940], [4.1667, 2.5513, -0.7821], [3.1356, 2.6923, 0.4252], [3.2733, 1.8185, 1.4974], [4.0980, 1.5091, -1.0975], [5.1004, 2.7694, -0.2649], [3.9289, 3.1989, -1.6271], [2.1359, 2.5975, -0.0210], [3.2516, 3.6991, 0.8598], [1.1070, -3.1668, 3.7600], [1.9757, -2.5306, 2.6504], [2.6979, -1.3806, 2.8518], [0.4779, -3.8778, 3.2104], [0.5146, -2.4340, 4.3123], [1.6917, -3.7461, 4.4777], [1.4400, -2.4290, 1.6895], [2.7669, -3.2913, 2.4472], [-1.3385, 1.7447, 4.3891], [0.1030, 1.4530, 4.8264], [1.0946, 1.3371, 3.8952], [-1.5530, 1.0560, 3.5688], [-1.4020, 2.7661, 3.9780], [-1.9697, 1.7896, 5.2803], [-0.0775, 0.5071, 5.3984], [0.4637, 2.1238, 5.6323], [-1.7859, -3.1044, 0.9480], [-2.1291, -1.6702, 0.5080], [-0.9876, -0.8870, 0.3664], [-1.0091, -3.3245, 1.6751], [-1.6084, -3.7761, 0.0979], [-2.7118, -3.5271, 1.3758], [-2.7924, -1.2333, 1.2721], [-2.7002, -1.7053, -0.4359], [-1.7886, -0.1816, -5.1669], [-1.6163, -0.7211, -3.8891], [-0.8626, 0.0143, -2.9593], [-0.1463, 1.0983, -3.4029], [-0.1671, 1.5856, -4.7112], [-1.0158, 0.8998, -5.5658], [0.7798, 1.6737, -2.4097], [0.9656, 1.0531, -1.3839], [1.3582, 2.7126, -2.7203], [-2.5062, -0.6782, -5.8066], [-2.1917, -1.6102, -3.6736], [-0.8995, -0.2808, -1.9100], [0.3541, 2.4838, -4.9979], [-1.1532, 1.2894, -6.5691], [1.0998, -3.8297, -3.4172], [2.4742, -3.8979, -3.7260], [3.3318, -3.2451, -2.8563], [2.8568, -2.4024, -1.8680], [1.5121, -2.3914, -1.5564], [0.6270, -3.1517, -2.2871], [3.7725, -1.5108, -1.1334], [3.2410, -0.8063, -0.3012], [4.9798, -1.6206, -1.2875], [0.3965, -4.4064, -4.0084], [2.8683, -4.4162, -4.5862], [4.3991, -3.2727, -3.0433], [1.0520, -1.7746, -0.7923], [-0.4227, -2.9846, -2.0836], [-5.1764, 2.5291, 1.6548], [-4.3930, 1.5535, 1.0498], [-3.0330, 1.7548, 0.8026], [-2.4033, 2.8421, 1.3551], [-3.1586, 3.8846, 1.9150], [-4.5125, 3.6957, 2.0246], [-0.9405, 2.9489, 1.2919], [-0.3495, 1.9587, 0.9371], [-0.4583, 3.9553, 1.7429], [-6.2492, 2.4050, 1.6269], [-4.8456, 0.7419, 0.4917], [-2.5580, 0.9767, 0.2150], [-2.6529, 4.8216, 2.0893], [-5.1112, 4.5393, 2.3575]], "atomic_forces_ev_per_a": [[2.5, -0.5, 2.4], [-1.0, -0.3, 1.7], [0.3, -0.6, 1.0], [-0.3, -0.2, -1.9], [0.4, -0.1, -0.1], [0.4, -0.1, -0.6], [0.1, 0.3, 0.1], [-0.3, 0.5, -0.2], [-0.2, 0.6, -0.6], [-0.1, 0.2, -0.6], [2.7, 0.6, 0.1], [-1.5, 0.1, 0.1], [-0.3, -0.1, 0.4], [-0.1, 0.0, -0.1], [0.2, 0.2, 0.0], [-1.0, -0.5, -0.2], [-0.4, -0.8, -0.4], [1.0, 1.7, -0.4], [1.3, -1.1, 0.2], [-1.8, 0.0, -0.8], [-0.6, -0.3, 0.4], [0.1, -0.1, -0.1], [-0.4, -0.7, -0.2], [0.3, -0.4, 0.1], [-0.6, 0.6, 0.2], [-1.6, -1.1, -0.4], [2.2, 0.5, 0.7], [-0.1, 0.0, -0.5], [0.2, 0.9, 0.0], [0.3, 0.3, -0.2], [0.0, -0.1, 0.1], [-0.3, 0.0, 0.1], [-0.3, -0.3, -0.2], [0.7, -0.8, 0.8], [-0.4, 1.4, -0.5], [-0.9, -1.4, -0.3], [0.5, 0.1, 0.2], [-0.7, -0.8, 0.8], [-0.5, 0.8, -0.8], [0.8, 0.8, 0.0], [-0.1, 0.1, -0.5], [-0.6, -0.6, 0.2], [0.2, 0.2, -0.4], [0.1, 0.0, 0.6], [0.5, 0.0, 0.2], [0.2, -0.1, 0.0], [0.1, 0.0, 0.0], [0.1, -0.7, 0.0], [-1.1, 0.4, 1.2], [1.0, 0.6, -0.8], [-0.3, -0.5, -0.2], [-0.3, 0.6, 0.5], [0.5, 0.2, -1.3], [-0.2, -0.5, 1.5], [0.4, 0.1, -0.5], [-0.4, 0.1, -0.5], [0.0, 0.2, -0.2], [-0.1, -0.2, 0.0], [0.0, 0.1, 0.1], [0.3, 0.0, 0.1], [-0.1, -0.5, 0.1], [1.2, -0.4, -0.7], [-0.2, 0.6, -1.1], [-0.5, -1.1, 0.4], [-0.7, 0.5, -0.3], [0.9, -0.9, -0.8], [-1.2, 1.0, 0.5], [-0.9, 0.3, 1.0], [-0.3, 0.8, -0.7], [0.5, 0.4, -0.4], [-0.1, 0.2, 0.4], [-0.1, -0.2, 0.5], [0.7, 0.1, 0.3], [-0.1, 0.0, 0.5], [0.0, -0.1, 0.2]]}

=====

[2]
{"formula": "C26H35O2Y", "method": "the ωB97M-V functional and the def2-TZVPD basis", "homo_lumo_gap_ha": 0.2368, "spin_multiplicity": 1, "total_charge": 0, "mol_weight_da": 468.470, "e_above_lowest_kj_mol": 0.0, "symbols": ["O", "C", "C", "H", "H", "C", "H", "H", "C", "H", "H", "H", "C", "H", "H", "H", "Y", "C", "C", "C", "H", "C", "C", "H", "H", "H", "H", "C", "C", "C", "H", "C", "C", "H", "H", "H", "H", "O", "C", "C", "H", "H", "C", "H", "H", "C", "H", "H", "H", "H", "C", "C", "C", "C", "C", "C", "C", "H", "H", "H", "H", "H", "H", "H"], "xyz": [[-4.6720, 1.0164, -1.3046], [-5.4306, -0.2338, -1.4173], [-6.6525, 0.4310, -2.0407], [-5.6082, -0.6613, -0.4195], [-4.9351, -0.9563, -2.0770], [-5.7921, 1.7265, -1.9286], [-7.5503, 0.4021, -1.4149], [-6.8920, 0.0855, -3.0532], [-6.3490, 2.7407, -0.9482], [-6.5692, 2.2382, 0.0023], [-7.2502, 3.2262, -1.3389], [-5.5960, 3.5186, -0.7783], [-5.3720, 2.3296, -3.2569], [-4.9217, 1.5530, -3.8922], [-4.6444, 3.1251, -3.0715], [-6.2381, 2.7726, -3.7673], [1.8935, 0.1359, 0.3891], [3.9284, 0.0817, -1.2222], [3.7972, -1.2704, -0.7973], [2.5597, -1.7774, -1.2907], [4.5504, -1.8261, -0.2400], [1.9184, -0.7280, -2.0311], [2.7763, 0.4195, -1.9961], [2.6251, 1.3524, -2.5365], [4.7983, 0.7156, -1.0517], [2.1914, -2.7995, -1.1876], [0.9992, -0.8215, -2.6136], [3.4030, 1.8364, 1.6286], [2.9448, 2.4849, 0.4449], [1.5315, 2.6584, 0.5456], [3.5726, 2.8341, -0.3742], [1.1108, 2.1174, 1.8051], [2.2748, 1.6390, 2.4818], [2.3039, 1.2071, 3.4849], [4.4416, 1.5872, 1.8529], [0.9050, 3.1902, -0.1769], [0.0878, 2.1104, 2.1897], [-0.4103, -0.2703, 0.2157], [-0.9350, 0.7417, -0.7295], [-2.1398, 0.0655, -1.3596], [-0.1638, 1.0192, -1.4725], [-1.1802, 1.6475, -0.1485], [-2.6230, -0.9395, -0.3078], [-1.8025, -0.4519, -2.2658], [-2.8991, 0.7861, -1.6329], [-1.3484, -1.3942, 0.3679], [-3.1779, -1.7614, -0.7755], [-3.2722, -0.4385, 0.4274], [-0.9166, -2.2644, -0.1365], [-1.4482, -1.6164, 1.4299], [2.2664, -1.6510, 2.1548], [3.6000, -2.1003, 2.4964], [4.4648, -1.3116, 3.3037], [5.7687, -1.7160, 3.5610], [6.2565, -2.9298, 3.0445], [5.4107, -3.7291, 2.2546], [4.1082, -3.3157, 1.9823], [1.6381, -2.4099, 1.6691], [1.7373, -1.1049, 2.9486], [4.0593, -0.3825, 3.7040], [6.4030, -1.0812, 4.1879], [7.2703, -3.2630, 3.2726], [5.7537, -4.6808, 1.8510], [3.4397, -3.9093, 1.3594]], "atomic_forces_ev_per_a": [[-1.8, -0.4, -0.4], [0.2, -0.2, 0.4], [0.4, 0.2, 0.0], [0.2, 0.0, -0.3], [0.1, 0.1, 0.3], [-0.7, 0.2, -0.1], [0.2, 0.1, -0.2], [0.1, 0.2, 0.2], [0.2, 0.1, -0.1], [0.0, 0.2, -0.2], [0.1, -0.2, 0.1], [-0.1, -0.1, 0.1], [0.0, 0.0, 0.2], [-0.1, 0.3, 0.1], [0.0, -0.1, -0.1], [0.2, -0.2, 0.1], [0.6, -1.3, 0.7], [-0.2, -0.6, -0.5], [-0.2, 0.2, -0.5], [0.1, 0.6, -0.5], [-0.4, 0.2, 0.0], [0.9, -0.3, -0.2], [0.1, -0.6, -0.1], [-0.1, -0.2, 0.3], [-0.4, -0.2, 0.0], [0.1, 0.4, 0.1], [0.3, 0.0, 0.3], [-0.5, 0.5, 0.0], [-0.3, 0.4, 0.6], [0.4, 0.2, 0.4], [-0.3, -0.2, 0.3], [0.6, 0.4, 0.1], [-0.1, 0.3, -0.3], [-0.1, 0.1, -0.5], [-0.4, 0.0, -0.1], [0.2, -0.3, 0.3], [0.4, 0.0, -0.1], [-0.4, 0.2, -0.3], [-0.2, -0.3, 0.5], [0.8, -0.1, -0.4], [-0.2, -0.3, 0.4], [0.0, -0.4, -0.1], [-0.3, 0.4, 0.1], [-0.1, -0.1, 0.1], [0.2, -0.1, 0.0], [0.6, 0.2, -0.4], [0.2, 0.1, 0.3], [0.1, -0.1, -0.3], [0.1, 0.1, 0.1], [0.1, 0.1, 0.0], [-0.7, 0.9, -0.6], [0.5, -0.1, 0.1], [-0.3, -0.5, -0.4], [0.0, -0.2, 0.0], [-0.2, -0.1, -0.1], [0.0, 0.5, 0.2], [0.2, 0.4, 0.2], [0.0, -0.1, 0.4], [0.1, -0.4, 0.0], [0.3, -0.1, 0.0], [-0.1, -0.3, -0.2], [-0.3, 0.1, -0.1], [0.1, 0.2, 0.1], [0.2, -0.1, 0.1]]}

=====

[3]
{"formula": "C26H35O2Zn", "method": "the ωB97M-V functional and the def2-TZVPD basis", "homo_lumo_gap_ha": 0.1923, "spin_multiplicity": 1, "total_charge": -1, "mol_weight_da": 444.954, "e_above_lowest_kj_mol": 0.0, "symbols": ["O", "C", "C", "H", "H", "C", "H", "H", "C", "H", "H", "H", "C", "H", "H", "H", "Zn", "C", "C", "C", "H", "C", "C", "H", "H", "H", "H", "C", "C", "C", "H", "C", "C", "H", "H", "H", "H", "O", "C", "C", "H", "H", "C", "H", "H", "C", "H", "H", "H", "H", "C", "C", "C", "C", "C", "C", "C", "H", "H", "H", "H", "H", "H", "H"], "xyz": [[2.8478, 2.0989, -7.0124], [2.6181, 1.2087, -8.1484], [3.6636, 1.9053, -9.0387], [1.5900, 1.3062, -8.5260], [2.8712, 0.1674, -7.9011], [3.8081, 2.8512, -7.8110], [3.2421, 2.3679, -9.9352], [4.5389, 1.2857, -9.2542], [3.3151, 4.2553, -8.0910], [2.3283, 4.2449, -8.5673], [4.0175, 4.7718, -8.7498], [3.2481, 4.8228, -7.1579], [5.1814, 2.8480, -7.1778], [5.5207, 1.8295, -6.9664], [5.1603, 3.4205, -6.2472], [5.9009, 3.3250, -7.8498], [-0.6368, -0.0281, -0.3130], [1.5200, -1.2397, 1.7513], [0.5342, -2.0596, 1.1287], [0.9311, -2.2609, -0.2373], [-0.3075, -2.5449, 1.6240], [2.1546, -1.5564, -0.4397], [2.5174, -0.9255, 0.7844], [3.4310, -0.3595, 0.9583], [1.5306, -0.9383, 2.8004], [0.4430, -2.9107, -0.9572], [2.7561, -1.5704, -1.3459], [-0.7935, 1.6604, 1.9322], [0.5386, 2.0585, 1.6453], [0.6207, 2.4479, 0.2867], [1.3559, 2.1199, 2.3672], [-0.6597, 2.2363, -0.3181], [-1.5509, 1.7455, 0.7153], [-2.6323, 1.6584, 0.6171], [-1.2003, 1.4322, 2.9207], [1.4754, 2.9116, -0.2061], [-0.9693, 2.6048, -1.2945], [0.4002, 0.1986, -2.2183], [1.5110, 1.0453, -2.6750], [1.8198, 0.5942, -4.0872], [2.3417, 0.9302, -1.9669], [1.1674, 2.0880, -2.6600], [0.4950, 0.0188, -4.5909], [2.5627, -0.2086, -4.0383], [2.2124, 1.3821, -4.7352], [-0.1886, -0.5070, -3.3489], [0.6146, -0.7483, -5.3572], [-0.1061, 0.8341, -5.0043], [-0.0038, -1.5780, -3.1980], [-1.2702, -0.3271, -3.3329], [-2.3247, -1.1400, -0.5543], [-3.1898, -1.5463, 0.5750], [-2.7908, -1.4283, 1.9228], [-3.6270, -1.8286, 2.9601], [-4.8824, -2.3673, 2.6692], [-5.3050, -2.4949, 1.3376], [-4.4678, -2.0855, 0.3055], [-2.8571, -0.4291, -1.2108], [-2.0238, -2.0209, -1.1416], [-1.8070, -1.0069, 2.1509], [-3.2940, -1.7209, 3.9977], [-5.5329, -2.6871, 3.4820], [-6.2889, -2.9134, 1.1190], [-4.7879, -2.1715, -0.7380]], "atomic_forces_ev_per_a": [[0.2, -0.3, -1.1], [-0.1, -0.1, 0.1], [-0.4, -0.1, 0.8], [0.2, -0.2, 0.3], [-0.3, 0.3, 0.0], [0.3, 0.2, -0.5], [0.3, -0.1, 0.1], [-0.1, 0.3, -0.1], [-0.1, 0.1, 0.2], [0.2, 0.0, 0.1], [0.0, 0.0, 0.0], [-0.1, 0.0, -0.1], [0.0, 0.1, 0.1], [-0.1, 0.1, 0.0], [0.0, -0.1, 0.0], [0.0, 0.0, 0.0], [0.1, -0.9, 0.5], [0.2, -0.2, -0.6], [0.5, 0.3, -0.3], [0.5, 0.6, 0.5], [0.3, 0.2, -0.2], [-0.2, -0.2, 0.8], [-0.5, -0.7, -0.1], [-0.3, 0.0, 0.0], [-0.1, 0.0, -0.4], [0.0, 0.1, 0.1], [-0.2, 0.1, 0.1], [0.0, 0.4, -0.8], [-0.4, 0.6, -0.2], [-0.5, -0.2, 0.4], [-0.3, -0.2, -0.3], [0.1, 0.2, 0.9], [0.7, 0.9, 0.6], [0.3, -0.2, 0.0], [0.2, -0.2, -0.5], [-0.1, -0.4, 0.1], [0.1, -0.3, 0.1], [0.4, 0.2, -1.3], [-0.7, 0.1, 0.5], [0.3, -0.7, 0.0], [-0.3, -0.1, -0.1], [0.0, -0.2, 0.1], [-0.2, 0.6, -0.2], [0.0, 0.0, -0.1], [-0.1, -0.1, 0.2], [0.2, -0.2, 0.8], [0.0, 0.1, 0.0], [0.0, -0.1, -0.1], [-0.1, 0.1, 0.0], [0.2, -0.1, 0.0], [0.9, 0.5, -1.0], [-0.6, -0.2, 0.6], [0.0, 0.1, -0.4], [-0.3, -0.1, -0.1], [0.0, 0.0, -0.1], [0.2, 0.1, 0.4], [0.3, 0.1, 0.3], [-0.3, -0.5, -0.1], [-0.3, 0.1, 0.0], [-0.4, -0.1, -0.2], [-0.2, -0.1, -0.4], [0.1, 0.0, -0.2], [0.2, 0.1, 0.1], [0.1, 0.0, 0.3]]}

=====

Which formula does entry 2 have? C26H35O2Y